(1)
84
Properties=species:S:1:pos:R:3 method="wB97M-V/def2-TZVPD" molar_mass_da=795.36 total_charge=+2 spin_multiplicity=5 lumo_energy_ev="-5.169 / -8.789" orbital_gap_ev="6.6 / 4.4" e_tot_ha=-2242.38301
Pt 0.000 0.000 0.000
C -0.690 -1.961 -0.944
C 0.750 -1.841 -1.144
C 0.447 -1.855 1.184
C -0.866 -2.041 0.504
C 1.467 -1.766 0.149
C -1.717 -2.406 -2.001
H -1.504 -1.969 -2.975
H -2.731 -2.123 -1.732
H -1.699 -3.490 -2.114
C -2.145 -2.498 1.229
H -2.996 -2.587 0.558
H -2.421 -1.835 2.046
H -1.987 -3.484 1.664
C 0.696 -2.063 2.687
H 0.968 -3.098 2.893
H -0.193 -1.833 3.275
H 1.499 -1.427 3.052
C 2.901 -2.258 0.484
H 2.900 -3.348 0.498
H 3.206 -1.950 1.482
H 3.700 -1.974 -0.191
C 1.321 -2.551 -2.394
H 1.086 -3.613 -2.320
H 2.405 -2.522 -2.473
H 0.862 -2.221 -3.322
C 1.217 2.093 -2.892
C 1.001 0.947 -3.568
C 1.719 0.601 -4.855
C 3.174 0.194 -4.571
C 3.547 0.260 -3.079
C 3.784 1.416 -2.480
C 3.636 2.769 -3.178
C 2.169 3.177 -3.369
H 1.694 1.455 -5.531
H 3.831 0.859 -5.129
H 1.173 -0.183 -5.379
H 1.973 3.404 -4.417
H 0.806 2.374 -1.950
H 0.347 0.164 -3.288
H 1.948 4.105 -2.840
H 4.219 3.533 -2.666
H 4.347 1.465 -1.580
H 4.119 2.727 -4.153
H 3.429 -0.767 -5.010
H 3.917 -0.625 -2.636
P -2.084 1.000 -0.586
C -3.660 0.186 0.098
H -4.532 0.808 -0.105
H -3.625 0.038 1.174
H -3.841 -0.771 -0.381
C -2.545 2.765 -0.074
H -3.595 2.975 -0.280
H -1.947 3.493 -0.621
H -2.372 2.909 0.992
C -2.839 1.112 -2.332
H -2.302 1.835 -2.945
H -3.876 1.442 -2.289
H -2.816 0.143 -2.829
P 1.425 1.449 1.148
C 3.127 0.859 1.807
H 3.768 1.713 2.028
H 3.656 0.212 1.116
H 3.035 0.263 2.715
C 1.598 3.338 0.957
H 2.379 3.598 0.258
H 1.881 3.851 1.875
H 0.657 3.773 0.623
C 1.117 1.817 3.018
H 1.950 2.337 3.493
H 0.960 0.896 3.582
H 0.246 2.459 3.155
Te -1.524 0.619 2.583
C -3.035 -0.317 3.815
C -2.813 -1.493 4.558
C -3.814 -2.006 5.389
C -5.037 -1.345 5.504
C -5.262 -0.167 4.784
C -4.264 0.342 3.946
H -1.879 -2.020 4.514
H -3.635 -2.913 5.954
H -5.805 -1.736 6.158
H -6.203 0.354 4.885
H -4.442 1.264 3.407


(2)
18
Properties=species:S:1:pos:R:3 method="wB97M-V/def2-TZVPD" molar_mass_da=128.15 total_charge=0 spin_multiplicity=1 lumo_energy_ev="-0.132 / 0.570" orbital_gap_ev="7.8 / 8.0" e_tot_ha=-443.20663
C 1.169 -0.523 -0.664
C 1.818 0.033 0.423
C 0.017 -1.417 -0.145
C -1.311 -0.633 -0.427
C -1.394 0.500 0.635
C -0.519 1.659 0.517
N 1.378 -0.199 -1.927
N 2.552 0.107 1.384
F -0.446 2.147 -0.794
H 0.045 -2.304 -0.637
H 0.134 -1.721 0.889
H -1.089 -0.133 -1.454
H -2.094 -1.289 -0.376
H -2.452 0.951 0.571
H -1.086 -0.001 1.598
H -0.264 2.527 1.166
H 0.930 -0.630 -2.644
H 2.612 0.928 1.883


(3)
21
Properties=species:S:1:pos:R:3 method="wB97M-V/def2-TZVPD" molar_mass_da=102.18 total_charge=0 spin_multiplicity=1 lumo_energy_ev=0.978 orbital_gap_ev=11.8 e_tot_ha=-312.19579 smiles=C[C@H]1C[C@@H](C)C1.O
C -0.928 -1.478 -2.194
C -0.469 -0.390 -1.256
C 0.762 -0.479 -0.347
C -0.053 0.628 0.569
C -0.111 0.892 2.092
C -1.276 -0.074 -0.004
H -0.214 -1.649 -3.006
H -1.875 -1.157 -2.644
H -1.103 -2.423 -1.669
H -0.343 0.543 -1.823
H 1.718 -0.352 -0.892
H 0.829 -1.456 0.155
H 0.061 1.604 0.080
H 0.313 0.097 2.712
H -1.170 0.977 2.387
H 0.351 1.844 2.384
H -1.416 -1.000 0.574
H -2.218 0.471 -0.071
O 2.564 1.456 0.829
H 2.153 0.713 0.369
H 2.425 1.236 1.755


(4)
18
Properties=species:S:1:pos:R:3 method="wB97M-V/def2-TZVPD" molar_mass_da=207.85 total_charge=+2 spin_multiplicity=1 lumo_energy_ev=-11.960 orbital_gap_ev=5.8 e_tot_ha=-502.52648
Sn 1.377 -2.634 -1.867
C 0.432 1.822 -0.011
C 0.886 0.447 0.520
C -0.287 -0.574 0.768
O -0.801 -1.211 -0.406
C -2.144 -0.864 -0.660
N 1.998 -0.170 -0.212
H -0.244 1.852 -0.866
H 1.234 2.527 -0.230
H -0.206 2.216 0.780
H 1.205 0.643 1.543
H -1.082 -0.013 1.259
H 0.132 -1.366 1.390
H -2.513 -1.413 -1.526
H -2.191 0.187 -0.947
H -2.871 -0.863 0.152
H 2.232 -0.950 0.385
H 2.844 0.364 -0.073


(5)
24
Properties=species:S:1:pos:R:3 method="wB97M-V/def2-TZVPD" molar_mass_da=150.17 total_charge=0 spin_multiplicity=1 lumo_energy_ev="0.732 / 0.717" orbital_gap_ev="7.4 / 7.3" e_tot_ha=-537.78805
C -2.440 0.782 -0.334
C -0.170 0.746 -0.417
C 2.193 0.181 0.235
C 0.059 0.570 0.933
C 2.446 -1.249 -0.135
C -0.435 -0.566 1.769
O -2.498 0.815 -1.766
O -3.100 -0.371 0.126
O -0.128 -0.252 -1.361
O 2.756 1.081 -0.658
H -2.558 -1.132 -0.123
H -3.424 0.697 -2.046
H -0.891 -0.063 -1.960
H 2.442 0.862 -1.552
H -2.927 1.654 0.105
H -0.009 1.744 -0.817
H 2.571 0.416 1.230
H 0.202 1.506 1.466
H 2.103 -1.916 0.657
H 1.957 -1.521 -1.076
H 3.519 -1.434 -0.292
H -0.526 -1.481 1.183
H 0.247 -0.770 2.599
H -1.389 -0.299 2.233


(6)
16
Properties=species:S:1:pos:R:3 method="wB97M-V/def2-TZVPD" molar_mass_da=116.12 total_charge=0 spin_multiplicity=1 lumo_energy_ev=0.896 orbital_gap_ev=9.9 e_tot_ha=-420.97031 smiles="CO[C@@H]1OC=C[C@@H]1O"
C -2.285 -0.205 -0.284
O -0.921 -0.621 -0.254
C -0.067 -0.061 0.745
O -0.005 1.359 0.601
C 0.968 1.552 -0.298
C 1.821 0.553 -0.506
C 1.349 -0.599 0.424
O 1.379 -1.894 -0.061
H -2.482 0.733 0.338
H -2.876 -1.025 0.220
H -2.535 -0.032 -1.336
H -0.542 -0.285 1.646
H 0.984 2.432 -0.891
H 2.696 0.541 -1.084
H 1.947 -0.632 1.363
H 0.569 -1.817 -0.626